A single C6H12O molecule, computed with wB97M-V/def2-TZVPD.

```
19
Properties=species:S:1:pos:R:3:forces:R:3
C 2.2270 -0.2344 -0.3257 0.01 -0.01 -0.08
C 1.0527 0.2094 0.5435 0.01 0.06 0.11
C -0.3575 -0.1276 0.0252 0.04 -0.02 -0.03
C -0.5184 -0.9625 -1.2449 -0.01 -0.09 -0.03
C -1.3554 -0.3436 1.1424 -0.13 -0.16 0.14
C -1.5179 0.8280 0.2455 -0.09 -0.27 -0.11
O -1.3578 2.0893 0.8212 0.22 0.21 -0.18
H 2.2353 0.2504 -1.3076 -0.01 -0.07 0.10
H 2.2084 -1.3191 -0.4810 0.05 0.19 -0.01
H 3.1707 -0.0006 0.1785 -0.14 0.03 -0.10
H 1.1257 1.2823 0.7638 -0.03 -0.13 -0.12
H 1.1726 -0.2923 1.5118 0.00 0.14 -0.12
H -0.7746 -0.3381 -2.1118 0.10 -0.06 0.18
H 0.3848 -1.5170 -1.5112 -0.14 0.03 0.13
H -1.3244 -1.6952 -1.1282 0.09 0.10 -0.03
H -0.9898 -0.0898 2.1353 -0.06 -0.11 -0.14
H -2.0402 -1.1842 1.1035 -0.06 0.15 -0.05
H -2.3210 0.7619 -0.4962 0.24 0.11 0.10
H -1.0202 2.6831 0.1358 -0.08 -0.09 0.22
```
Forces are in eV/Å.

Calculated values
Maximum force in eV Å⁻¹: 0.4
Energy relative to the best compared isomer or geometry (same formula, charge and spin) in eV: 1.419
Total charge: 0


A single C6H12O molecule in a non-equilibrium geometry, computed with wB97M-V/def2-TZVPD.

```
19
Properties=species:S:1:pos:R:3:forces:R:3
C 1.9327 0.9186 -0.2282 0.22 -0.50 -1.12
C 0.4753 0.4758 -0.3098 -1.02 0.28 0.93
C -0.5106 1.6706 -0.2163 0.40 0.37 -0.31
C 0.2300 -0.5532 0.8173 -1.07 -0.43 -0.82
C -1.1012 -1.4228 0.7057 1.39 1.29 0.06
C -1.3767 -1.8466 -0.7171 -0.16 -0.10 1.06
O -1.3120 -2.9952 -1.0660 0.01 0.03 -0.39
H 2.3067 1.0123 0.7894 -0.19 0.05 0.12
H 2.1155 1.8486 -0.7633 -0.09 0.16 0.06
H 2.5439 0.1711 -0.7487 0.11 0.03 0.29
H 0.1830 0.0135 -1.2452 0.89 -0.26 -0.39
H -1.1255 1.7887 -1.1129 -0.21 -0.42 0.12
H -1.1584 1.6279 0.6594 0.02 0.14 0.00
H 0.0561 2.6051 -0.2348 -0.06 0.02 0.51
H 0.1142 -0.0013 1.7497 0.56 -0.16 0.21
H 1.0490 -1.2683 0.8341 0.27 0.16 0.26
H -0.9410 -2.2664 1.3695 -0.36 -0.27 -0.14
H -1.8414 -0.7493 1.1323 -0.64 -0.27 -0.33
H -1.6396 -1.0291 -1.4152 -0.05 -0.13 -0.12
```
Forces are in eV/Å.

Calculated values
Maximum force in eV Å⁻¹: 1.9
Energy relative to the best compared isomer or geometry (same formula, charge and spin) in eV: 0.968
Total charge: 0


2 unconnected molecules or ions with the total composition C6H12O, computed with wB97M-V/def2-TZVPD.

```
19
Properties=species:S:1:pos:R:3:forces:R:3
C 0.1369 -1.8793 0.6173 -0.10 -0.19 0.05
C 0.8431 -1.0614 -0.1488 0.00 -0.23 -0.27
C 0.2735 -0.1089 -1.1587 -0.04 -0.13 -0.08
C -1.2553 -0.0555 -1.2855 0.13 0.39 0.10
O -1.8579 -1.2062 -1.8526 0.09 -0.25 0.09
H 0.5969 -2.7189 1.1286 -0.02 0.32 0.28
H -0.9361 -1.7384 0.7506 0.12 -0.25 -0.18
H 1.9347 -1.1348 -0.1620 -0.26 -0.18 -0.07
H 0.6946 0.9053 -1.0219 -0.22 -0.52 -0.22
H 0.6403 -0.5266 -2.1049 0.03 0.40 -0.14
H -1.7299 0.2067 -0.3251 0.10 -0.09 -0.15
H -1.4955 0.7392 -1.9967 -0.01 0.04 0.17
H -1.7980 -1.9531 -1.2447 0.14 0.19 -0.06
C 0.2997 2.1957 1.1345 -0.37 0.47 -0.03
C 1.0278 1.3149 1.7928 0.24 -0.25 0.42
H 0.5429 3.2562 1.1277 0.12 -0.18 -0.18
H -0.6065 1.9103 0.5972 0.16 0.10 0.33
H 0.7201 0.2774 1.8784 0.16 0.27 -0.08
H 1.9689 1.5776 2.2737 -0.26 0.11 0.04
```
Forces are in eV/Å.

Calculated values
Maximum force in eV Å⁻¹: 0.6
Energy relative to the best compared isomer or geometry (same formula, charge and spin) in eV: 2.432
Total charge: 0


A single C6H12O molecule in a non-equilibrium geometry, computed with wB97M-V/def2-TZVPD.

```
19
Properties=species:S:1:pos:R:3:forces:R:3
C -2.0960 1.4573 -0.0803 0.10 -0.09 -0.14
C -1.0827 0.4126 -0.5565 0.12 0.30 0.03
C -0.5931 -0.5746 0.4910 1.64 1.21 0.20
C 0.2020 -1.7821 0.1242 0.08 -0.64 -0.08
C 1.0211 -0.6119 0.4585 -1.89 0.96 0.18
C 1.8716 0.0421 -0.6212 0.25 -0.80 0.13
O 1.7531 -0.5798 1.6549 -0.52 0.00 0.23
H -2.1693 2.2669 -0.8186 -0.03 -0.19 0.17
H -1.7776 1.9036 0.8648 -0.03 -0.03 -0.01
H -3.0951 1.0393 0.0557 0.04 -0.03 0.06
H -0.1524 0.9281 -0.7923 -0.52 0.48 -0.55
H -1.4219 -0.0417 -1.4922 -0.11 -0.22 0.14
H -1.0337 -0.5172 1.4902 0.12 -0.19 -0.34
H 0.1863 -2.0932 -0.9142 0.01 -0.13 -0.02
H 0.2229 -2.5816 0.8468 -0.08 -0.24 0.04
H 2.5913 -0.7727 -0.5066 1.15 0.74 -0.82
H 2.3014 1.0403 -0.3741 -0.36 -0.78 0.01
H 1.5240 0.0321 -1.6615 -0.20 -0.05 0.44
H 1.7129 0.3563 1.8961 0.23 -0.30 0.35
```
Forces are in eV/Å.

Calculated values
Maximum force in eV Å⁻¹: 2.1
Energy relative to the best compared isomer or geometry (same formula, charge and spin) in eV: 2.014
Total charge: 0


What HOMO level values result from the calculations? In sequence: -9.3 -9.8 -9.7 -8.8 eV.